{"formula": "C20H57N5O8V", "method": "ωB97M-V with the def2-TZVPD basis set", "de_lowest_kj_mol": 0.0, "molar_mass_da": 546.65, "s2": 0.765, "total_energy_ev": -71182.4486, "orbital_gap_ev": [8.8, 9.0], "multiplicity": 2, "symbols": ["O", "V", "O", "H", "O", "H", "C", "C", "C", "O", "C", "N", "H", "H", "H", "H", "H", "H", "H", "H", "H", "H", "H", "C", "C", "C", "O", "C", "N", "H", "H", "H", "H", "H", "H", "H", "H", "H", "H", "H", "C", "C", "C", "O", "C", "N", "H", "H", "H", "H", "H", "H", "H", "H", "H", "H", "H", "C", "C", "C", "O", "C", "N", "H", "H", "H", "H", "H", "H", "H", "H", "H", "H", "H", "C", "C", "C", "O", "C", "N", "H", "H", "H", "H", "H", "H", "H", "H", "H", "H", "H"], "xyz": [[-2.17, 0.09, 1.33], [-2.81, 1.23, 2.24], [-3.35, 2.57, 0.91], [-3.61, 2.20, 0.05], [-3.85, 2.43, 3.46], [-4.29, 2.35, 4.31], [1.79, -0.26, 0.77], [2.64, -0.46, -0.46], [4.04, -0.90, -0.13], [4.75, -1.00, -1.34], [6.14, -1.15, -1.15], [1.96, -1.45, -1.34], [2.06, 0.66, 1.30], [1.84, -1.13, 1.43], [0.75, -0.16, 0.46], [2.71, 0.46, -1.04], [4.04, -1.88, 0.37], [4.54, -0.17, 0.54], [6.52, -0.35, -0.49], [6.64, -1.02, -2.11], [6.39, -2.15, -0.78], [1.86, -2.31, -0.79], [2.69, -1.73, -2.01], [0.96, 2.13, 4.36], [-0.15, 1.32, 3.70], [-1.09, 0.72, 4.71], [-2.12, 0.05, 4.01], [-3.10, -0.47, 4.89], [-0.96, 2.19, 2.78], [0.55, 2.98, 4.93], [1.67, 2.50, 3.62], [1.56, 1.54, 5.06], [0.30, 0.58, 3.03], [-1.52, 1.51, 5.34], [-0.54, 0.01, 5.34], [-3.55, 0.32, 5.50], [-2.66, -1.20, 5.57], [-3.87, -0.96, 4.30], [-0.43, 2.39, 1.92], [-1.09, 3.10, 3.22], [0.26, -4.65, 1.93], [0.09, -4.62, 0.44], [-0.86, -3.52, -0.01], [-2.12, -3.79, 0.53], [-3.11, -2.97, -0.03], [1.42, -4.38, -0.19], [-0.72, -4.73, 2.42], [0.72, -3.72, 2.27], [0.85, -5.51, 2.25], [-0.29, -5.59, 0.10], [-0.92, -3.52, -1.11], [-0.48, -2.55, 0.34], [-2.99, -1.91, 0.22], [-4.08, -3.28, 0.38], [-3.21, -3.13, -1.12], [2.00, -5.17, 0.08], [1.31, -4.59, -1.19], [-2.72, -0.08, -2.46], [-1.32, -0.70, -2.46], [-1.06, -1.66, -3.58], [-1.13, -0.98, -4.80], [-0.58, -1.70, -5.86], [-0.31, 0.37, -2.34], [-3.51, -0.82, -2.62], [-2.79, 0.68, -3.24], [-2.89, 0.38, -1.48], [-1.26, -1.27, -1.53], [-1.83, -2.45, -3.57], [-0.07, -2.11, -3.42], [-1.20, -2.57, -6.12], [0.43, -2.05, -5.62], [-0.56, -1.06, -6.74], [-0.23, 0.76, -3.28], [0.59, -0.12, -2.27], [1.65, 3.41, 0.01], [0.21, 3.57, -0.41], [0.12, 3.98, -1.87], [0.40, 5.36, -1.97], [0.43, 5.80, -3.32], [-0.58, 2.40, -0.08], [1.76, 3.42, 1.09], [2.27, 4.20, -0.41], [2.06, 2.46, -0.37], [-0.19, 4.43, 0.14], [-0.90, 3.83, -2.25], [0.83, 3.38, -2.46], [-0.56, 5.73, -3.77], [1.17, 5.24, -3.90], [0.76, 6.84, -3.31], [-0.54, 1.72, -0.85], [-1.57, 2.65, -0.01]], "lowdin_charge": [-0.377, 0.957, -0.381, -0.025, -0.396, -0.039, -0.068, -0.426, -0.221, -0.197, -0.114, 0.052, 0.067, 0.082, 0.065, 0.127, 0.135, 0.130, 0.087, 0.086, 0.090, 0.035, 0.077, -0.044, -0.366, -0.177, -0.286, -0.071, 0.034, 0.088, 0.074, 0.086, 0.132, 0.143, 0.142, 0.093, 0.099, 0.102, 0.067, 0.121, -0.061, -0.427, -0.225, -0.171, -0.113, 0.026, 0.080, 0.079, 0.077, 0.140, 0.119, 0.124, 0.060, 0.091, 0.087, 0.077, 0.080, -0.045, -0.429, -0.229, -0.181, -0.121, 0.054, 0.078, 0.081, 0.058, 0.102, 0.128, 0.114, 0.090, 0.087, 0.087, 0.087, 0.044, -0.054, -0.433, -0.215, -0.193, -0.115, 0.036, 0.063, 0.083, 0.058, 0.146, 0.129, 0.125, 0.087, 0.085, 0.085, 0.038, 0.043]}